Record 1
{"formula": "C26H32NO8", "method": "ωB97M-V with the def2-TZVPD basis set", "symbols": ["O", "O", "O", "O", "O", "O", "O", "O", "N", "C", "C", "C", "C", "C", "C", "C", "C", "C", "C", "C", "C", "C", "C", "C", "C", "C", "C", "C", "C", "C", "C", "C", "C", "C", "C", "H", "H", "H", "H", "H", "H", "H", "H", "H", "H", "H", "H", "H", "H", "H", "H", "H", "H", "H", "H", "H", "H", "H", "H", "H", "H", "H", "H", "H", "H", "H", "H"], "coordinates": [[0.482, -3.981, 3.859], [0.503, -2.033, 5.173], [1.674, -0.248, 4.536], [5.272, -1.133, -0.486], [2.086, -4.119, 2.316], [1.571, -4.133, -0.412], [3.494, -4.811, -1.358], [5.216, -2.866, -1.925], [2.084, 4.315, 2.107], [-0.008, -5.899, 0.140], [1.281, -1.946, 2.886], [3.151, 5.069, 1.486], [0.919, 5.114, 2.428], [1.236, -5.524, -0.616], [1.789, 0.139, 1.668], [-0.003, 4.429, 3.426], [3.472, -2.684, -0.331], [-0.612, -4.009, 5.959], [2.886, -3.935, -0.751], [1.985, 2.967, 1.925], [2.913, 0.842, 1.168], [7.245, 0.320, -0.779], [4.326, 2.898, 0.962], [0.815, 2.280, 2.346], [4.683, -2.289, -0.986], [0.741, 0.909, 2.212], [-0.306, -3.129, 4.743], [1.326, -3.414, 2.960], [6.508, -0.936, -1.182], [4.466, 4.312, 1.529], [1.639, -1.319, 1.724], [-0.311, 2.981, 3.029], [-1.556, -2.638, 4.045], [1.177, -1.310, 4.224], [3.048, 2.219, 1.340], [3.683, 0.256, 0.658], [-1.315, -2.044, 3.154], [0.372, 5.353, 1.497], [4.828, 4.258, 2.562], [2.083, -6.124, -0.251], [-0.132, -6.982, 0.060], [8.163, 0.365, -1.375], [0.107, -5.651, 1.196], [-0.177, 0.412, 2.530], [7.137, -1.812, -0.981], [5.170, 2.289, 1.317], [0.457, 4.435, 4.425], [7.548, 0.324, 0.272], [1.118, -5.706, -1.696], [4.410, 2.941, -0.137], [1.287, 6.064, 2.838], [3.226, 6.025, 2.020], [-0.936, 5.000, 3.487], [2.875, 5.300, 0.438], [3.317, -2.292, 0.663], [1.639, -1.936, 0.826], [-2.177, -3.496, 3.766], [-1.207, 2.961, 2.391], [-1.188, -4.885, 5.647], [-1.184, -3.467, 6.715], [5.211, 4.880, 0.966], [-0.586, 2.417, 3.932], [6.294, -0.888, -2.256], [0.329, -4.342, 6.398], [6.691, 1.239, -0.994], [-0.920, -5.442, -0.257], [-2.130, -2.013, 4.738]], "forces_ev_per_a": [[-0.501, -0.031, 0.743], [-0.170, -0.175, 0.057], [-0.544, -1.230, 0.183], [0.669, 0.485, -0.089], [-1.427, 0.989, 1.277], [-0.420, -0.789, 0.001], [-0.786, 0.129, -0.016], [0.161, 0.448, -0.175], [0.314, 1.211, 0.691], [-0.257, 0.022, 0.096], [0.721, 0.326, -0.297], [-0.190, -0.172, -0.221], [-0.031, -0.188, -0.223], [0.172, 0.190, -0.066], [-0.454, 1.279, -0.229], [0.058, -0.080, 0.183], [0.676, 0.239, -0.338], [0.224, 0.238, -0.241], [1.865, 0.328, -0.065], [-0.115, -1.621, -0.207], [-0.618, -0.831, 0.245], [0.019, 0.250, 0.225], [0.589, 0.161, -0.525], [0.751, -0.087, -0.282], [-1.199, -1.497, 0.008], [0.550, -0.181, -0.420], [0.628, -0.549, -0.396], [0.945, -1.263, -1.386], [0.088, 0.158, 0.018], [0.060, -0.034, 0.141], [-1.105, -0.179, 0.986], [-0.750, 0.335, 0.154], [-0.301, 0.127, -0.061], [0.638, 1.417, -0.088], [-0.999, -0.073, 0.434], [0.041, 0.279, 0.263], [-0.058, -0.230, 0.192], [-0.077, -0.007, 0.137], [-0.174, 0.032, -0.043], [-0.325, 0.112, -0.261], [-0.046, -0.022, 0.037], [-0.027, -0.023, 0.034], [-0.088, 0.039, 0.021], [0.249, 0.059, 0.071], [-0.001, 0.182, -0.303], [-0.183, 0.120, -0.217], [0.009, 0.075, -0.280], [-0.141, -0.001, 0.005], [0.128, -0.029, 0.350], [0.010, -0.056, 0.238], [-0.159, -0.118, -0.052], [0.089, -0.143, -0.140], [0.140, -0.037, 0.106], [0.163, 0.015, 0.079], [0.027, -0.113, -0.343], [0.293, 0.259, 0.222], [0.176, 0.177, -0.064], [0.168, 0.025, 0.012], [0.123, 0.155, -0.062], [0.052, 0.111, -0.144], [0.028, -0.083, 0.016], [0.063, 0.116, -0.193], [0.194, -0.188, 0.180], [-0.069, 0.025, -0.043], [-0.109, -0.134, 0.096], [0.112, 0.126, 0.068], [0.131, -0.075, -0.104]], "total_charge": -1, "largest_force_ha_per_bohr": 0.04192, "energy_ev": -45352.699, "mol_weight_g_mol": 486.541}

***

Record 2
{"formula": "C8H32O8", "method": "ωB97M-V with the def2-TZVPD basis set", "symbols": ["O", "O", "O", "O", "O", "O", "O", "O", "C", "C", "C", "C", "C", "C", "C", "C", "H", "H", "H", "H", "H", "H", "H", "H", "H", "H", "H", "H", "H", "H", "H", "H", "H", "H", "H", "H", "H", "H", "H", "H", "H", "H", "H", "H", "H", "H", "H", "H"], "coordinates": [[-2.226, -0.085, -3.228], [-0.416, 3.155, 2.962], [-4.427, 1.431, -2.115], [-0.299, 0.943, 0.801], [1.453, -2.462, 2.750], [2.440, -0.892, -3.993], [-1.969, -1.277, 1.182], [4.086, 1.918, -3.247], [-1.150, -0.116, -2.320], [-2.448, -1.204, 2.548], [-4.479, 0.599, -0.937], [1.038, 0.499, 1.067], [3.574, 2.343, -2.022], [2.806, -2.586, 2.395], [-1.406, 2.475, 3.728], [2.773, -1.776, -2.919], [-2.997, 0.269, -2.752], [1.727, 1.338, 1.007], [-5.237, 1.223, -2.594], [1.036, -0.108, 1.977], [-4.340, -0.449, -1.240], [-0.857, 0.148, 0.843], [2.071, -1.611, -2.107], [-5.440, 0.673, -0.428], [3.438, 1.548, -1.279], [-0.923, 0.899, -1.981], [4.261, 3.021, -1.503], [1.301, -0.194, 0.248], [-0.248, -0.454, -2.848], [-3.159, -0.379, 2.581], [-1.015, 1.504, 4.046], [3.225, -1.607, 2.151], [-0.050, 2.498, 2.357], [-1.515, 3.051, 4.650], [-1.234, -0.881, -1.535], [1.166, -3.252, 3.213], [2.644, 2.915, -2.093], [-3.645, 0.802, -0.270], [2.965, -3.272, 1.556], [-1.614, -1.071, 3.233], [3.828, -1.678, -2.651], [-2.373, 2.402, 3.231], [3.763, 1.039, -3.467], [-3.004, -2.103, 2.819], [-2.049, -2.207, 0.951], [2.822, -1.296, -4.779], [3.458, -2.905, 3.222], [2.645, -2.826, -3.210]], "forces_ev_per_a": [[-0.418, -0.387, 0.223], [-0.188, -0.301, 0.027], [-0.153, -0.337, 0.765], [0.317, 0.344, 0.385], [-0.342, 0.189, 0.097], [0.252, -0.275, 0.208], [-0.423, -0.512, 0.716], [0.430, -0.054, -0.333], [1.007, -0.148, -0.561], [-0.230, 0.145, -0.566], [0.067, -0.689, -0.538], [-0.914, -1.104, -1.094], [-0.196, 0.428, 1.327], [1.127, -0.058, 0.190], [0.878, 0.433, 0.552], [-0.063, -0.531, -0.501], [0.326, 0.171, -0.480], [-0.093, 0.052, 0.454], [0.134, 0.192, -0.187], [0.523, 0.471, 0.179], [-0.151, 0.033, 0.106], [0.024, 0.165, -0.083], [0.282, 0.313, 0.189], [0.095, 0.208, 0.151], [-0.191, -0.262, -0.306], [-0.071, -0.278, 0.594], [0.302, -0.001, -0.502], [0.330, 0.136, 0.205], [-0.230, 0.205, -0.333], [0.223, 0.144, 0.282], [-0.344, -0.203, -0.172], [-0.466, 0.032, -0.296], [-0.237, 0.155, -0.257], [-0.251, 0.034, -0.097], [-0.471, 0.508, 0.311], [0.088, -0.043, -0.019], [-0.163, -0.250, -0.282], [-0.083, 0.504, -0.075], [-0.076, 0.116, 0.003], [-0.037, 0.145, 0.035], [-0.132, 0.257, 0.437], [0.022, -0.134, -0.147], [-0.314, 0.036, 0.042], [0.120, -0.066, -0.031], [0.289, 0.128, -0.401], [-0.120, 0.270, -0.143], [-0.363, -0.246, 0.033], [-0.118, 0.064, -0.106]], "total_charge": 0, "smiles": "CO.CO.CO.CO.CO.CO.CO.CO", "largest_force_ha_per_bohr": 0.03507, "energy_ev": -25190.976, "mol_weight_g_mol": 256.336}